Computed, not measured: a structure of composition C28H54AsBaNS2Si3, with ωB97M-V/def2-TZVPD.

```
90
Properties=species:S:1:pos:R:3:mulliken_charge:R:1
H 1.653 -3.944 0.252 0.390
H 2.909 2.972 -2.274 0.487
H -2.183 -2.730 3.066 0.483
H -0.091 3.178 3.890 0.271
C -3.405 2.309 -0.622 -0.646
H 2.831 -0.584 5.279 0.360
S -0.255 1.060 1.858 -0.432
H 3.343 -1.901 1.249 0.400
H 2.849 -3.184 -3.485 0.296
H 4.493 0.340 -1.037 0.290
H 2.729 1.547 -4.971 0.341
C 3.494 -2.308 -3.452 -1.090
C 1.991 2.436 -2.015 -0.160
H -0.381 -4.896 -2.619 0.479
As -1.208 1.340 -3.062 -0.318
H 1.059 -3.553 1.846 0.436
H -3.457 -0.428 -2.105 0.067
H 4.525 -2.632 -3.587 0.416
H 1.191 -0.305 7.053 0.318
H -2.346 4.759 -3.604 0.268
C -1.327 -2.630 1.100 0.879
H -4.274 -1.982 -2.201 0.435
H -2.901 1.660 0.100 -0.274
Si 0.824 2.306 -3.515 0.399
H 3.215 -1.616 -4.244 0.260
C -0.425 -3.332 0.288 1.068
C -1.199 -2.669 2.604 -2.043
H -2.235 -1.748 -3.529 0.390
H 0.590 -5.071 1.087 0.392
C -1.363 0.386 5.187 -0.802
C -1.959 -2.736 -3.158 -2.215
H -1.079 -3.053 -3.711 0.411
C -3.317 -1.134 1.428 -1.945
H 0.599 1.267 7.580 0.302
H -0.196 4.574 -1.298 0.314
H -4.517 -0.956 -0.796 0.495
H 1.523 2.961 -1.181 0.161
C 1.736 1.166 -4.715 -0.646
Si 0.376 1.081 5.129 0.096
H 2.195 1.138 6.850 0.349
H 0.310 4.749 -3.595 0.290
C 0.752 4.022 -4.279 -1.033
C 0.385 2.926 4.836 -1.015
H -1.925 0.846 6.004 0.450
H -0.468 3.418 0.019 0.033
H 1.409 3.307 4.817 0.327
H -3.803 3.775 -3.503 0.290
C -3.779 -1.291 -1.517 -1.997
H 0.892 -4.897 -1.413 0.487
H -2.771 -3.424 -3.407 0.388
H -3.777 -0.299 0.908 0.340
H 1.748 4.380 -4.555 0.371
C -1.721 -2.703 -1.668 1.480
H -0.633 -3.534 2.941 0.519
H 4.208 0.465 -2.783 0.218
H 5.491 -0.612 -2.155 0.428
H -4.165 1.724 -1.143 0.260
C 2.527 -0.581 4.239 -0.130
H 1.165 1.045 -5.638 0.374
H 0.847 -3.648 -2.655 0.172
C 1.172 0.757 6.802 -1.193
C 0.781 -4.010 0.901 -2.635
C -2.399 -1.921 0.529 1.186
H -3.527 5.066 -2.319 0.328
C 1.076 0.126 2.475 -0.496
C 3.274 -1.315 3.316 -1.202
Si -2.141 3.059 -1.801 0.741
C 4.496 -0.208 -1.977 -0.996
H -3.914 3.094 -0.055 0.488
C -2.603 -1.966 -0.858 1.092
Ba 0.248 -0.380 -0.743 0.297
H -1.343 -0.693 5.364 0.271
H 2.317 1.453 -1.652 -0.634
H 4.152 -1.873 3.609 0.431
C -3.041 4.283 -2.909 -1.141
H 0.132 3.996 -5.177 0.278
S 3.305 -1.553 -1.826 0.455
N 1.766 -0.632 1.598 0.617
C 2.833 -1.321 2.013 -0.582
H -1.531 4.813 -0.172 0.391
H -4.119 -1.769 1.818 0.393
H -0.715 -1.767 2.989 0.177
C 0.231 -4.254 -1.984 -2.159
C 1.412 0.145 3.854 0.588
C -0.648 -3.400 -1.098 1.228
H -0.146 3.435 5.645 0.337
H -1.891 0.575 4.254 0.056
C -0.962 4.055 -0.719 -0.903
H 1.855 0.172 -4.270 -0.352
H -2.771 -0.719 2.272 0.005
```

Calculated total energy (eV): -138244.9087
LUMO level (eV): 0.08
Relative energy (zero: lowest compared OMol25 entry of this formula, charge and spin) (eV): 0.0000
HOMO level (eV): -6.431
Kohn-Sham gap (eV): 6.51